# 1
# C2H6IN4

The ion C2H6IN4 with charge +1 (wB97M-V/def2-TZVPD, OMol25).

Results
Energy above the lowest of the compared OMol25 structures with the same formula, charge and spin (eV): 1.015
Strongest force on any atom (eV/Å): 3.162
Energy (hartree): -596.13771
LUMO energy (eV): -4.94
Frontier orbital gap (eV): 9.05
SMILES: [H]/N=C1/CN(I)[NH2+]N1

Geometry as ORCA input:
```
! wB97M-V def2-TZVPD RIJCOSX def2/J DEFGRID3
* xyz 1 1
H 1.07 1.99 1.36
N 0.73 1.95 0.40
C 0.30 0.80 0.10
C -0.48 0.63 -1.17
N -1.38 -0.51 -0.80
I -3.09 0.11 0.10
N -0.52 -1.27 0.15
N 0.25 -0.37 0.91
H -1.15 1.41 -1.51
H 0.19 0.27 -1.95
H 0.21 -1.89 -0.28
H -1.27 -1.79 0.73
H 1.05 -0.74 1.35
*
```


# 2
# C12H28O5PPtS2

A structure of composition C12H28O5PPtS2 (wB97M-V/def2-TZVPD, OMol25).

Results
Energy above the lowest of the compared OMol25 structures with the same formula, charge and spin (eV): 0.000
Strongest force on any atom (eV/Å): 0.470
Energy (hartree): -2106.11369
LUMO energy (alpha / beta) (eV): -8.75 / -14.28
Frontier orbital gap (alpha / beta) (eV): 9.27 / 5.23

Geometry as ORCA input:
```
! wB97M-V def2-TZVPD RIJCOSX def2/J DEFGRID3
* xyz 3 5
Pt -0.04 -1.02 -0.57
C 2.46 -2.33 -2.13
O 1.75 -2.31 -0.85
C 1.85 -3.53 -0.11
C 0.96 -3.41 1.10
O -0.35 -2.97 0.63
C -1.46 -3.44 1.38
C -2.58 -4.01 0.52
O -2.78 -3.31 -0.68
C -3.93 -3.61 -1.48
H 3.51 -2.13 -1.94
H 2.02 -1.56 -2.75
H 2.33 -3.31 -2.59
H 2.89 -3.68 0.21
H 1.54 -4.37 -0.74
H 1.33 -2.66 1.81
H 0.87 -4.37 1.60
H -1.84 -2.65 2.04
H -1.15 -4.27 2.02
H -3.54 -4.07 1.06
H -2.38 -5.05 0.21
H -4.83 -3.50 -0.85
H -3.86 -4.67 -1.77
H -3.91 -2.94 -2.33
C -1.31 2.93 2.37
C -1.54 3.54 1.02
C -2.79 3.13 0.31
O -0.33 3.21 0.13
P 0.37 2.02 -0.48
S -0.75 0.78 -1.70
S 0.87 0.53 0.96
O 1.62 2.41 -1.23
C 2.79 3.42 -1.00
C 2.24 4.81 -0.92
C 3.56 2.95 0.20
H -2.07 3.32 3.05
H -0.34 3.19 2.78
H -1.43 1.84 2.35
H -1.44 4.63 1.06
H -2.87 2.04 0.23
H -2.87 3.58 -0.68
H -3.64 3.47 0.90
H 3.33 3.25 -1.93
H 1.66 4.97 -0.01
H 1.64 5.07 -1.80
H 3.09 5.49 -0.89
H 2.99 3.09 1.12
H 4.46 3.56 0.28
H 3.88 1.91 0.09
*
```


# 3
# C41H43Cl2CuGeNO4P

A structure of composition C41H43Cl2CuGeNO4P (wB97M-V/def2-TZVPD, OMol25).

Results
Strongest force on any atom (eV/Å): 2.658
Energy (hartree): -6922.79767
LUMO energy (alpha / beta) (eV): -2.69 / -5.31
Frontier orbital gap (alpha / beta) (eV): 7.05 / 4.43

Geometry as ORCA input:
```
! wB97M-V def2-TZVPD RIJCOSX def2/J DEFGRID3
* xyz 1 2
Cu 1.22 0.26 0.41
O -0.75 1.59 -2.86
C 0.15 1.45 -2.01
O -0.01 0.61 -1.00
C 1.41 2.25 -2.22
C 1.26 3.46 -2.89
C 2.33 4.32 -3.08
C 3.62 3.95 -2.65
C 3.81 2.71 -2.04
C 2.72 1.88 -1.79
P 3.00 0.41 -0.80
C 4.38 0.56 0.32
C 4.97 -0.65 0.74
C 5.83 -0.64 1.85
C 6.06 0.56 2.54
C 5.50 1.75 2.07
C 4.63 1.75 0.98
C 3.41 -0.87 -2.04
C 2.35 -1.64 -2.53
C 2.63 -2.59 -3.50
C 3.96 -2.81 -3.94
C 4.99 -2.00 -3.47
C 4.73 -1.04 -2.49
H 0.28 3.71 -3.24
H 2.20 5.31 -3.57
H 4.45 4.64 -2.86
H 4.80 2.44 -1.69
H 4.81 -1.57 0.18
H 6.24 -1.56 2.20
H 6.62 0.57 3.45
H 5.77 2.68 2.53
H 4.14 2.68 0.70
H 1.34 -1.42 -2.18
H 1.83 -3.12 -3.95
H 4.13 -3.55 -4.70
H 6.01 -2.11 -3.82
H 5.52 -0.44 -2.04
Cl 0.44 3.11 5.28
C -1.30 3.28 5.42
C -1.95 3.04 6.61
C -3.34 3.10 6.69
C -4.08 3.44 5.57
C -3.44 3.67 4.36
Cl -4.41 4.04 2.99
C -2.04 3.64 4.29
N -1.34 4.02 3.14
C -1.66 3.85 1.82
C -1.46 4.95 0.97
C -1.79 4.91 -0.37
C -2.16 3.67 -0.93
C -2.39 2.56 -0.10
C -2.18 2.61 1.27
C -2.39 1.37 2.06
C -1.31 0.32 1.72
O -0.09 0.61 1.80
O -1.80 -0.88 1.51
H -1.40 2.83 7.52
H -3.85 2.88 7.62
H -5.13 3.55 5.65
H -0.46 4.47 3.34
H -1.00 5.87 1.36
H -1.69 5.80 -1.01
H -2.30 3.56 -2.04
H -2.79 1.66 -0.56
H -3.37 0.95 1.80
H -2.33 1.55 3.11
C -1.44 -7.32 -0.14
C -1.33 -5.83 0.21
C -2.73 -5.16 0.14
C -2.77 -3.82 0.87
Ge -1.79 -2.24 0.19
C -2.99 -1.32 -1.11
C -3.73 -2.14 -2.19
C -2.98 -2.54 -3.46
C -2.07 -3.78 -3.47
H -0.48 -7.82 -0.08
H -1.72 -7.49 -1.17
H -2.11 -7.85 0.54
H -0.62 -5.33 -0.43
H -0.99 -5.73 1.25
H -3.45 -5.85 0.61
H -3.10 -5.04 -0.91
H -2.38 -3.97 1.88
H -3.80 -3.47 1.00
H -0.47 -2.70 -0.49
H -2.33 -0.57 -1.60
H -3.72 -0.72 -0.54
H -4.67 -1.61 -2.43
H -4.11 -3.07 -1.72
H -2.35 -1.68 -3.75
H -3.69 -2.60 -4.28
H -1.04 -3.53 -3.33
H -2.17 -4.33 -4.43
H -2.35 -4.46 -2.67
*
```